Entry A
{"formula": "C5H14N2O", "method": "ωB97M-V/def2-TZVPD", "smiles": "CO[C@H](C)CC(N)N", "lumo_energy_ev": 0.933, "homo_lumo_gap_ev": 10.32, "e_homo_ev": -9.3883, "elements": ["O", "N", "N", "C", "C", "C", "C", "C", "H", "H", "H", "H", "H", "H", "H", "H", "H", "H", "H", "H", "H", "H"], "xyz": [[-2.1358, 0.2761, -0.5926], [2.2253, -0.1807, 0.9987], [2.2249, 0.4691, -1.1746], [-0.5309, -1.5846, -0.2482], [-0.6885, -0.1214, -0.6266], [1.6606, 0.7833, 0.1034], [-2.7594, 0.3415, 0.6767], [0.0777, 0.8986, 0.1909], [-3.8425, 0.4153, 0.5345], [-1.3423, -2.1745, -0.6895], [1.9655, -0.4689, -1.4640], [0.4166, -1.9942, -0.6081], [-0.1914, 1.9036, -0.1562], [-2.5625, -0.5473, 1.2848], [2.0278, 1.7696, 0.4073], [1.8506, 1.0982, -1.8822], [-0.5802, -1.7332, 0.8337], [-0.2007, 0.8394, 1.2500], [-2.4454, 1.2382, 1.2231], [-0.4255, -0.0106, -1.6837], [2.0175, -1.1253, 0.6970], [3.2383, -0.0922, 0.9257]]}

=====

Entry B
{"formula": "C5H14N2O", "method": "ωB97M-V/def2-TZVPD", "smiles": "C=NCC[C@@H](C)N.O", "lumo_energy_ev": 0.903, "homo_lumo_gap_ev": 10.09, "e_homo_ev": -9.1916, "elements": ["O", "N", "N", "C", "C", "C", "C", "C", "H", "H", "H", "H", "H", "H", "H", "H", "H", "H", "H", "H", "H", "H"], "xyz": [[4.3979, -1.9687, -3.4836], [-1.6639, -0.4427, 1.3760], [1.7396, -0.4925, 0.6194], [-1.5455, 0.8920, 0.7763], [-0.2626, 1.0174, -0.0423], [1.0364, 0.7764, 0.7476], [-2.7506, 1.1295, -0.0814], [1.1044, -1.5217, 0.3003], [-2.6310, -0.6709, 1.5370], [-0.2460, 2.0165, -0.4639], [4.3337, -2.8837, -3.1556], [-0.2945, 0.3480, -0.9138], [-1.4117, 1.6304, 1.5841], [0.8121, 0.9052, 1.8169], [-1.1011, -0.5385, 2.2033], [1.7218, 1.5730, 0.5133], [0.0410, -1.5535, 0.0576], [-2.6529, 2.0730, -0.6342], [-2.7944, 0.3405, -0.8272], [4.1594, -1.4245, -2.7232], [1.6486, -2.4649, 0.2594], [-3.6410, 1.2598, 0.5343]]}

=====

Entry C
{"formula": "C5H14N2O", "method": "ωB97M-V/def2-TZVPD", "smiles": "C=C(N)C[C@@H](C)N.O", "lumo_energy_ev": 0.981, "homo_lumo_gap_ev": 9.25, "e_homo_ev": -8.2655, "elements": ["O", "N", "N", "C", "C", "C", "C", "C", "H", "H", "H", "H", "H", "H", "H", "H", "H", "H", "H", "H", "H", "H"], "xyz": [[5.0601, 2.2685, 3.5172], [-0.2036, 1.8973, -1.2380], [-0.2065, -2.1329, -1.7024], [-2.3841, 0.7029, -0.5113], [-0.0593, -0.2962, -0.0959], [-0.5679, -1.6848, -0.4009], [-1.0445, -2.5039, 0.5651], [-0.9316, 0.6407, -0.9979], [-1.1933, -2.1965, 1.6059], [-0.9692, 0.1090, -1.9702], [-0.3326, 0.0333, 1.0522], [-2.4443, 0.8212, 0.5399], [1.0450, -0.2778, -0.2608], [-2.7073, -0.3139, -0.8069], [0.4158, -1.5371, -2.2059], [0.2168, -3.0813, -1.6387], [5.0009, 2.6753, 4.4167], [-1.0558, -3.5877, 0.3928], [-0.7040, 2.5267, -1.8525], [5.9893, 2.2316, 3.2406], [-3.0038, 1.2529, -1.2106], [0.0802, 2.4529, -0.4384]]}

=====

Entry D
{"formula": "C5H14N2O", "method": "ωB97M-V/def2-TZVPD", "smiles": "NC(N)CO.C=CC", "lumo_energy_ev": 0.887, "homo_lumo_gap_ev": 9.86, "e_homo_ev": -8.9724, "elements": ["O", "N", "N", "C", "C", "C", "C", "C", "H", "H", "H", "H", "H", "H", "H", "H", "H", "H", "H", "H", "H", "H"], "xyz": [[-2.5795, -0.4667, -0.9064], [0.1272, 1.9688, -0.7809], [-1.8082, 1.5995, 0.5836], [0.5504, -2.1584, 0.0071], [-1.3373, 0.0652, -1.2529], [2.3821, -0.6765, 0.8606], [1.0621, -1.3773, 0.9700], [-0.7393, 0.9691, -0.1862], [-0.1594, 0.2669, 0.5043], [0.5972, 1.6186, -1.6061], [3.1095, -1.1154, 1.5515], [-0.6204, -0.8492, -1.3042], [0.6271, -1.3906, 1.9632], [-1.7284, 1.4154, 1.5683], [0.8369, 2.2821, -0.1254], [2.7837, -0.7485, -0.1486], [-1.8109, 2.6061, 0.4184], [2.2890, 0.3749, 1.1245], [-0.2659, -2.8309, 0.2184], [-1.4134, 0.6021, -2.2060], [1.1071, -2.3611, -0.8961], [-3.0096, 0.2061, -0.3571]]}

=====

Stability summary - winner: entry A; margin: 0.0089 hartree.

=====

Entry A
{"formula": "CH7NS2", "method": "ωB97M-V/def2-TZVPD", "smiles": "CSS.N", "lumo_energy_ev": 0.472, "homo_lumo_gap_ev": 9.33, "e_homo_ev": -8.8611, "elements": ["S", "S", "N", "C", "H", "H", "H", "H", "H", "H", "H"], "xyz": [[-0.4755, 1.3203, -0.5419], [0.9856, -0.1100, -0.3917], [-0.9526, -0.5602, 2.5983], [0.1692, -1.5880, -1.0495], [0.7280, -2.4015, -0.5856], [0.1531, -1.6232, -2.1336], [-1.3473, 0.2472, 3.0512], [-0.8541, -1.6496, -0.6881], [-0.8795, -0.3619, 1.6115], [-0.8469, 1.2956, -1.8531], [-0.0009, -0.6648, 2.9122]]}

=====

Entry B
{"formula": "CH7NS2", "method": "ωB97M-V/def2-TZVPD", "smiles": "CSS.N", "lumo_energy_ev": 0.449, "homo_lumo_gap_ev": 9.70, "e_homo_ev": -9.2534, "elements": ["S", "S", "N", "C", "H", "H", "H", "H", "H", "H", "H"], "xyz": [[-0.5856, 0.8673, 0.1854], [-1.0925, -0.0807, 1.9454], [1.4281, 1.6845, -2.3208], [-0.5111, -1.8053, 1.7295], [0.4735, 1.9098, -2.1992], [-1.7214, 0.8071, -0.5559], [1.4117, 0.9567, -1.6003], [0.4272, -2.0792, 1.0687], [2.0174, 2.3879, -1.9310], [-0.5636, -2.3972, 2.6373], [-1.2837, -2.2510, 1.0410]]}

=====

Entry C
{"formula": "CH7NS2", "method": "ωB97M-V/def2-TZVPD", "smiles": "CN.SS", "lumo_energy_ev": 0.580, "homo_lumo_gap_ev": 8.78, "e_homo_ev": -8.2008, "elements": ["S", "S", "N", "C", "H", "H", "H", "H", "H", "H", "H"], "xyz": [[2.3687, 0.2351, 3.1859], [1.7992, -0.9909, 1.6145], [-0.4663, 0.3365, -0.7028], [-1.4767, -0.5093, -1.3318], [-2.3645, 0.0146, -1.6835], [1.3812, -0.0152, 0.7973], [2.6123, 1.3726, 2.5001], [-1.9001, -1.2741, -0.6704], [-0.9763, 1.0262, -0.1670], [0.0544, 0.8566, -1.3757], [-1.0317, -1.0521, -2.1666]]}

=====

Entry D
{"formula": "CH7NS2", "method": "ωB97M-V/def2-TZVPD", "smiles": "CSS.N", "lumo_energy_ev": 0.595, "homo_lumo_gap_ev": 9.73, "e_homo_ev": -9.1299, "elements": ["S", "S", "N", "C", "H", "H", "H", "H", "H", "H", "H"], "xyz": [[0.3791, 1.0683, 2.3028], [2.2058, 1.4271, 1.4568], [-4.1765, -0.7659, -4.0186], [3.4978, 0.5719, 2.4713], [4.2468, 0.1705, 1.7898], [-3.5568, -1.5416, -3.7393], [-4.7814, -0.7340, -3.1826], [-4.7056, -1.3426, -4.6656], [-0.1337, 0.0487, 1.6244], [3.0691, -0.2991, 2.9559], [3.9554, 1.3967, 3.0049]]}

=====

Stability summary - winner: entry A; margin: 0.0115 hartree.

=====

Entry A
{"formula": "CH7NS2", "method": "ωB97M-V/def2-TZVPD", "smiles": "CSS.N", "lumo_energy_ev": 0.475, "homo_lumo_gap_ev": 9.68, "e_homo_ev": -9.2051, "elements": ["S", "S", "N", "C", "H", "H", "H", "H", "H", "H", "H"], "xyz": [[0.3085, -0.3141, -0.0406], [-1.0522, -1.6736, 0.7784], [1.8529, 2.7390, -0.2327], [-0.6498, 0.5399, -1.3346], [1.9120, 3.4999, 0.4299], [2.7458, 2.2879, -0.4339], [-0.4129, 0.0947, -2.2995], [-1.3957, -0.8872, 1.8264], [-1.6992, 0.3632, -1.1326], [-0.4412, 1.6030, -1.4064], [1.2722, 2.0407, 0.2355]]}

=====

Entry B
{"formula": "CH7NS2", "method": "ωB97M-V/def2-TZVPD", "smiles": "CN.SS", "lumo_energy_ev": 0.337, "homo_lumo_gap_ev": 8.83, "e_homo_ev": -8.4974, "elements": ["S", "S", "N", "C", "H", "H", "H", "H", "H", "H", "H"], "xyz": [[-2.7951, 0.3659, -2.0145], [-3.0263, 1.8413, -0.5249], [1.0029, -0.1248, 0.3577], [2.0407, -1.1176, 0.7754], [2.7901, -0.4281, 1.1754], [0.5879, 0.1677, 1.2674], [-3.7402, 0.9187, -2.8071], [2.6507, -1.5496, -0.1450], [1.4915, -1.7895, 1.3971], [1.5726, 0.6887, 0.0501], [-2.5749, 1.0272, 0.4683]]}

=====

Stability summary - winner: entry A; margin: 0.0462 hartree.